# 1
DFT (the ωB97M-V functional and the def2-TZVPD basis) results for C27H42Cl3MgN4O3Si as an isolated structure at a distorted geometry.

XYZ file:
```
81
Properties=species:S:1:pos:R:3:forces:R:3
C -2.259 -1.933 -4.597 -0.4 -0.5 -0.3
C -1.388 -2.338 -3.423 -2.0 -1.9 0.3
H -2.577 -2.805 -5.176 -0.1 0.0 0.3
H -1.723 -1.295 -5.325 -0.6 -0.6 0.6
H -3.161 -1.444 -4.206 0.3 0.1 -0.5
C -0.741 -3.563 -3.500 0.4 0.4 0.8
C -0.800 -4.371 -4.715 0.2 -0.2 -0.5
H -0.268 -3.956 -2.623 -0.1 -0.3 0.0
H -0.424 -3.813 -5.571 -0.1 -0.2 -0.6
H -1.824 -4.685 -4.900 -0.3 -0.3 -0.6
H -0.203 -5.269 -4.624 0.2 -0.3 0.0
Mg 0.021 1.577 1.273 -0.3 -0.3 -0.9
Cl -2.363 1.772 0.969 0.2 0.3 0.2
Cl 1.017 2.575 -1.149 0.9 -0.3 1.0
H 1.446 6.079 4.183 0.1 -0.1 -0.2
H -0.822 6.892 3.823 0.0 0.0 -0.1
C 1.411 5.386 3.337 -0.4 -0.1 -0.1
C -0.912 6.307 2.906 -0.3 0.0 -0.1
N 0.003 5.180 2.961 0.3 0.4 -0.4
H 1.785 4.394 3.605 0.2 0.4 0.1
C -0.282 4.034 2.360 1.2 -1.5 0.1
O 0.583 3.099 2.327 -1.6 2.0 0.0
H -1.939 5.939 2.843 0.2 0.0 0.0
H -1.281 3.866 1.909 0.3 0.3 0.3
H 1.995 5.752 2.472 -0.3 0.0 0.4
H -0.741 6.965 2.042 0.2 -0.2 0.2
H 2.321 -0.454 -2.259 -0.2 0.1 0.1
H 2.770 -3.048 -1.752 0.4 0.3 0.3
C 3.320 -0.228 -1.894 -0.1 -0.4 0.2
C 3.761 -2.613 -1.494 -0.4 -0.3 0.0
N 3.656 -1.264 -0.955 0.6 -0.3 1.0
H 3.337 0.730 -1.391 -0.1 0.2 -0.1
C 3.791 -0.990 0.379 -0.1 -0.2 -0.5
O 3.913 0.114 0.896 -0.1 -0.9 -0.3
H 4.285 -3.280 -0.782 -0.3 0.4 -0.4
H 3.752 -1.943 0.977 0.3 0.5 -0.2
H 4.014 -0.273 -2.731 0.2 0.2 -0.2
H 4.317 -2.598 -2.451 0.0 0.1 0.5
O -0.676 -1.137 -2.888 2.0 3.4 2.1
C -1.698 -1.684 -2.046 -0.1 -0.3 -1.0
C -0.044 -2.918 -0.600 -0.2 0.0 -0.4
C -1.302 -2.304 -0.749 0.1 0.0 1.0
H 0.645 -2.839 -1.446 -0.3 -0.1 0.4
C 0.363 -3.543 0.579 -0.5 0.3 -0.5
H -2.613 -1.059 -1.982 0.5 -0.3 0.0
C -2.116 -2.185 0.417 0.6 -0.5 -1.2
H 1.319 -4.064 0.597 -0.2 0.1 0.1
C -0.447 -3.433 1.697 -0.3 0.3 0.0
C -1.642 -2.694 1.621 0.0 -0.3 0.0
H -3.111 -1.728 0.336 0.6 0.1 0.2
H -0.122 -3.888 2.627 -0.2 0.1 0.1
H -2.221 -2.495 2.518 0.0 -0.2 0.0
Si -0.292 1.314 -3.073 -0.9 0.6 0.4
Cl 0.620 -0.362 0.515 0.9 -1.0 -2.7
C 1.324 1.291 -4.026 0.0 0.1 -0.4
C -1.352 2.814 -2.469 -0.3 0.0 0.0
C -1.573 0.862 -4.296 0.0 0.1 -1.3
H 2.193 0.803 -3.571 -0.5 0.5 -0.1
H 1.551 2.359 -4.215 0.1 -0.4 0.0
H 1.109 0.779 -4.986 0.1 0.3 0.4
H -1.118 0.152 -4.982 -0.4 0.3 0.0
H -1.795 1.783 -4.861 -0.1 -0.2 0.1
H -2.497 0.473 -3.844 0.4 0.3 -0.3
H -1.708 2.703 -1.430 0.4 0.2 -0.4
H -2.245 2.845 -3.107 0.1 0.1 0.1
H -0.776 3.750 -2.598 -0.3 -0.5 0.3
N 1.203 -1.205 4.315 0.3 -0.5 0.6
C 1.311 -0.609 3.106 -1.5 1.6 0.8
N 0.328 0.295 2.976 1.2 0.1 -0.1
C -0.467 0.259 4.078 0.6 -0.6 0.4
C -1.667 0.928 4.351 0.4 -0.2 0.6
C -2.270 0.662 5.578 0.2 -0.2 -0.2
C -1.768 -0.357 6.423 0.4 0.0 0.1
C -0.573 -1.033 6.123 -0.6 0.0 0.6
C 0.081 -0.679 4.961 -0.1 -0.4 0.0
H 1.845 -1.923 4.656 -0.6 0.5 -0.2
H 2.107 -0.808 2.390 -0.4 0.2 0.4
H -2.073 1.575 3.588 -0.2 0.2 0.1
H -3.139 1.244 5.902 0.1 -0.4 -0.3
H -2.339 -0.623 7.323 0.4 0.2 -0.4
H -0.149 -1.817 6.749 -0.4 0.1 0.1
```
Positions in Å, forces in eV/Å.

- Frontier orbital gap: 4.2 eV
- Energy relative to the best compared isomer or geometry (same formula, charge and spin): 168.80 kcal/mol
- Charge: -1
- E_HOMO: -2.10 eV

Here are the Löwdin charges for atoms 1 to 2, given in e:
1. C -0.04
2. C -0.45

---

# 2
DFT (the ωB97M-V functional and the def2-TZVPD basis) results for a 2-piece molecular cluster, C3H13N2O overall at a distorted geometry.

XYZ file:
```
19
Properties=species:S:1:pos:R:3:forces:R:3
N -0.152 0.121 1.348 -0.4 1.2 2.3
C 0.051 -0.818 0.120 -0.3 1.1 0.1
C 1.452 -0.694 -0.495 -3.3 -1.8 -2.3
C -1.226 -0.445 -0.713 -0.2 -0.5 0.2
N -1.612 -1.513 -1.614 2.3 1.0 -1.6
H -1.168 0.004 1.588 1.0 0.5 -0.3
H 0.054 1.238 1.336 0.1 -2.7 -0.7
H 0.284 -0.252 2.230 0.1 0.5 -1.2
H -0.070 -1.837 0.571 -0.1 0.8 -0.6
H 1.652 0.251 -0.939 0.5 0.9 0.2
H 1.385 -1.432 -1.366 0.2 0.9 0.9
H 2.109 -1.156 0.151 2.0 -0.3 1.4
H -1.999 -0.455 0.082 0.0 0.6 -0.7
H -1.200 0.529 -1.303 0.3 -0.8 1.4
H -2.576 -1.694 -1.571 -1.3 -0.3 -0.1
H -1.370 -1.154 -2.566 -0.6 -1.1 0.9
H 1.047 3.550 1.423 0.5 -2.2 -1.5
H 2.190 2.475 1.378 -2.0 0.4 -1.3
O 1.295 2.677 0.922 1.2 1.7 2.9
```
Positions in Å, forces in eV/Å.

- Frontier orbital gap: 10.0 eV
- Energy relative to the best compared isomer or geometry (same formula, charge and spin): 38.12 kcal/mol
- Charge: +1
- E_HOMO: -13.34 eV

Here are the Löwdin charges for atoms 1 to 2, given in e:
1. N 0.13
2. C -0.30